Density functional theory data (ωB97M-V/def2-TZVPD) for a cluster of 13 separate species, C32H73IN13O31PS2 in total.

Summary:
HOMO level = -8.5565 eV
Total charge = 0
Strongest force on any atom = 1.54 eV/A
E_LUMO = -0.27 eV

Each atom is followed by the atoms it is bonded to, with distances in Å.
Element x y z (Å)
1 H 6.744 6.061 -6.276  C27 1.083
2 H -6.618 3.132 2.666  C58 1.083
3 C -1.343 -1.202 0.726  C67 1.544, H94 1.089, O121 1.408, H153 1.096
4 N 6.688 -6.652 3.220  O62 1.211, O79 1.213, C125 1.487
5 H 6.866 0.254 -7.302  C143 1.084
6 H 5.270 5.771 -7.255  C27 1.085
7 O -5.113 -6.162 0.055  N32 1.211
8 O 4.975 2.927 7.470  N44 1.217
9 C 0.782 -1.501 2.452  H10 1.083, C12 1.545, N16 1.463, H81 1.094
10 H 1.789 -1.318 2.807  C9 1.083
11 H -8.910 -3.447 -0.023  C69 1.084
12 C 0.755 -2.040 1.004  C9 1.545, H42 1.096, O121 1.415, H127 1.086
13 C -3.809 -0.496 -3.552  C51 1.549, C103 1.544, H104 1.091, C106 1.533
14 C -4.576 7.476 2.261  N15 1.489, H36 1.087, H43 1.084, H119 1.085
15 N -5.015 8.803 2.775  C14 1.489, O31 1.212, O56 1.212
16 N -0.023 -0.295 2.645  C9 1.463, C38 1.394, C67 1.483
17 H 2.710 4.069 9.387  C72 1.083
18 O -1.257 4.716 -2.039  H68 0.967, P108 1.605
19 O -3.739 4.060 -2.333  P108 1.466
20 O -4.187 4.297 4.360  N30 1.217
21 H -3.056 0.197 -5.494  C103 1.088
22 H -10.501 -4.009 0.580  C69 1.086
23 H 5.987 -2.222 -1.864  C66 1.085
24 O -3.367 2.490 0.585  C46 1.207
25 H -0.515 0.437 -2.011  C73 1.092
26 H 1.549 0.259 -3.157  C29 1.085
27 C 6.239 5.385 -6.955  H1 1.083, H6 1.085, H137 1.085, N152 1.488
28 H 5.219 0.263 -8.012  C143 1.086
29 C 1.771 1.215 -2.694  H26 1.085, I49 2.127, C136 1.531, H139 1.087
30 N -5.243 3.733 4.141  O20 1.217, C58 1.487, O78 1.210
31 O -4.435 9.227 3.751  N15 1.212
32 N -6.208 -5.748 -0.253  O7 1.211, O71 1.214, C114 1.489
33 N 6.032 -0.308 8.623  O75 1.213, C97 1.487, O116 1.215
34 H -10.354 -2.390 -0.158  C69 1.085
35 C -0.071 4.117 1.136  H48 1.093, C85 1.532, H112 1.089, C124 1.531
36 H -4.719 6.752 3.058  C14 1.087
37 H 3.857 -0.423 4.915  C148 1.087
38 C 0.640 0.894 2.348  N16 1.394, S84 1.766, S107 1.633
39 H -2.471 -1.159 -1.969  C106 1.088
40 H -2.087 -0.793 2.733  C67 1.093
41 H 7.913 0.374 8.014  C97 1.086
42 H 0.292 -3.033 1.011  C12 1.096
43 H -5.174 7.230 1.391  C14 1.084
44 N 4.416 3.702 8.224  O8 1.217, O59 1.209, C72 1.488
45 H 5.672 -5.003 4.006  C125 1.086
46 C -2.221 2.806 0.373  O24 1.207, C85 1.504, O140 1.380
47 C 1.739 -6.230 -3.460  H53 1.083, H102 1.085, H120 1.085, N144 1.486
48 H 0.137 5.187 1.054  C35 1.093
49 I 3.484 2.054 -3.636  C29 2.127
50 N 5.738 -0.239 -1.258  C66 1.490, O89 1.212, O91 1.213
51 C -3.712 0.977 -3.085  C13 1.549, H122 1.087, H134 1.089, O145 1.434
52 O 6.377 4.003 -5.098  N152 1.209
53 H 1.429 -7.266 -3.511  C47 1.083
54 H 6.630 -5.941 5.191  C125 1.083
55 H 5.519 1.065 -6.448  C143 1.081
56 O -5.914 9.367 2.190  N15 1.212
57 H -1.711 0.635 1.803  C67 1.086
58 C -5.670 3.653 2.719  H2 1.083, N30 1.487, H87 1.086, H92 1.085
59 O 4.869 4.760 8.591  N44 1.209
60 H -2.025 4.849 0.646  C85 1.091
61 H -1.989 3.935 2.123  C85 1.089
62 O 7.830 -7.005 3.411  N4 1.211
63 H 2.433 3.158 7.868  C72 1.086
64 H -4.637 -3.553 -1.389  C147 1.086
65 C -1.897 1.983 -1.874  C73 1.533, P108 1.884, O140 1.441, O145 1.386
66 C 6.111 -1.236 -2.300  H23 1.085, N50 1.490, H117 1.083, H135 1.087
67 C -1.368 -0.370 2.027  C3 1.544, N16 1.483, H40 1.093, H57 1.086
68 H -0.535 4.293 -1.553  O18 0.967
69 C -9.984 -3.411 -0.164  H11 1.084, H22 1.086, H34 1.085, N131 1.490
70 H -8.090 -6.222 -1.053  C114 1.083
71 O -6.586 -4.601 -0.130  N32 1.214
72 C 3.079 3.291 8.731  H17 1.083, N44 1.488, H63 1.086, H105 1.086
73 C -0.724 1.326 -2.611  H25 1.092, C65 1.533, H110 1.087, C136 1.541
74 H -1.559 -3.161 -4.346  C95 1.087
75 O 5.380 0.009 9.595  N33 1.213
76 H -6.712 -7.145 -1.722  C114 1.085
77 H -1.531 -4.314 -3.005  C95 1.087
78 O -5.955 3.239 4.986  N30 1.210
79 O 6.075 -6.795 2.183  N4 1.213
80 H 1.633 3.489 2.292  C124 1.089
81 H 0.367 -2.266 3.115  C9 1.094
82 O 6.371 -1.786 -6.129  N149 1.216
83 O -11.474 -4.035 -1.812  N131 1.211
84 S -0.151 2.223 3.201  C38 1.766, C124 1.785
85 C -1.595 3.959 1.108  C35 1.532, C46 1.504, H60 1.091, H61 1.089
86 H 4.747 -1.455 6.087  C148 1.084
87 H -4.895 3.119 2.177  C58 1.086
88 H -1.112 -2.618 -2.719  C95 1.089
89 O 6.574 0.569 -0.916  N50 1.212
90 H 3.187 -2.008 5.396  C148 1.086
91 O 4.607 -0.305 -0.825  N50 1.213
92 H -5.762 4.670 2.350  C58 1.085
93 O 5.934 -2.491 4.279  N142 1.214
94 H -2.031 -0.772 0.000  C3 1.089
95 C -1.757 -3.288 -3.285  H74 1.087, H77 1.087, H88 1.089, C113 1.549
96 H -1.137 3.919 -4.338  O133 0.966
97 C 6.887 0.729 7.986  N33 1.487, H41 1.086, H109 1.080, H141 1.084
98 O 5.438 3.221 -6.866  N152 1.216
99 O -9.382 -4.389 -2.178  N131 1.214
100 H 5.089 -6.602 4.558  C125 1.086
101 O -0.167 -5.979 -4.757  N144 1.214
102 H 2.712 -6.084 -3.916  C47 1.085
103 C -3.032 -0.695 -4.871  C13 1.544, H21 1.088, H123 1.088, H151 1.091
104 H -4.861 -0.681 -3.776  C13 1.091
105 H 3.212 2.352 9.260  C72 1.086
106 C -3.385 -1.486 -2.460  C13 1.533, H39 1.088, C113 1.546, H138 1.092
107 S 1.979 1.082 1.432  C38 1.633
108 P -2.348 3.671 -2.580  O18 1.605, O19 1.466, C65 1.884, O133 1.607
109 H 6.772 1.649 8.539  C97 1.080
110 H -1.018 1.052 -3.621  C73 1.087
111 H -3.838 -3.101 -3.853  C113 1.090
112 H 0.437 3.639 0.299  C35 1.089
113 C -3.232 -2.941 -2.961  C95 1.549, C106 1.546, H111 1.090, C147 1.545
114 C -7.164 -6.736 -0.825  N32 1.489, H70 1.083, H76 1.085, H129 1.086
115 H 0.675 2.797 -1.814  C136 1.088
116 O 6.033 -1.412 8.118  N33 1.215
117 H 7.139 -1.057 -2.591  C66 1.083
118 H -4.067 -4.847 -2.428  C147 1.094
119 H -3.525 7.559 2.002  C14 1.085
120 H 1.738 -5.863 -2.439  C47 1.085
121 O -0.041 -1.199 0.189  C3 1.408, C12 1.415
122 H -3.271 1.556 -3.893  C51 1.087
123 H -2.015 -1.034 -4.691  C103 1.088
124 C 0.572 3.673 2.452  C35 1.531, H80 1.089, S84 1.785, H126 1.089
125 C 5.963 -5.995 4.340  N4 1.487, H45 1.086, H54 1.083, H100 1.086
126 H 0.500 4.482 3.178  C124 1.089
127 H 1.748 -2.120 0.572  C12 1.086
128 O 0.971 -4.217 -4.268  N144 1.211
129 H -7.308 -7.512 -0.079  C114 1.086
130 O 4.201 -2.135 3.036  N142 1.212
131 N -10.306 -3.994 -1.497  C69 1.490, O83 1.211, O99 1.214
132 O 4.310 -1.164 -6.066  N149 1.211
133 O -2.035 3.610 -4.155  H96 0.966, P108 1.607
134 H -4.712 1.372 -2.911  C51 1.089
135 H 5.432 -1.099 -3.137  C66 1.087
136 C 0.568 2.162 -2.690  C29 1.531, C73 1.541, H115 1.088, H146 1.089
137 H 6.849 5.165 -7.826  C27 1.085
138 H -4.178 -1.497 -1.709  C106 1.092
139 H 2.061 1.031 -1.662  C29 1.087
140 O -1.429 2.110 -0.517  C46 1.380, C65 1.441
141 H 6.547 0.845 6.963  C97 1.084
142 N 4.808 -2.082 4.083  O93 1.214, O130 1.212, C148 1.490
143 C 5.802 0.247 -7.096  H5 1.084, H28 1.086, H55 1.081, N149 1.484
144 N 0.765 -5.410 -4.227  C47 1.486, O101 1.214, O128 1.211
145 O -3.000 1.144 -1.852  C51 1.434, C65 1.386
146 H 0.567 2.749 -3.608  C136 1.089
147 C -3.761 -3.937 -1.905  H64 1.086, C113 1.545, H118 1.094, H150 1.088
148 C 4.095 -1.438 5.221  H37 1.087, H86 1.084, H90 1.086, N142 1.490
149 N 5.470 -1.008 -6.377  O82 1.216, O132 1.211, C143 1.484
150 H -2.984 -4.234 -1.204  C147 1.088
151 H -3.510 -1.485 -5.452  C103 1.091
152 N 6.002 4.100 -6.243  C27 1.488, O52 1.209, O98 1.216
153 H -1.667 -2.227 0.940  C3 1.096

Löwdin population analysis, charges in e, atoms 1 to 8: 0.096, 0.098, -0.171, -0.455, 0.098, 0.102, 0.067, 0.034